{"formula": "C25H48AlOP4", "method": "ωB97M-V/def2-TZVPD", "mol_weight_g_mol": 515.536, "e_above_lowest_kcal_mol": 31.1, "homo_ha": -0.5939, "charge": 3, "lumo_energy_ev": -10.08, "elements": ["Al", "P", "P", "P", "H", "C", "C", "H", "C", "C", "C", "C", "C", "C", "C", "C", "C", "H", "H", "H", "H", "H", "H", "H", "H", "H", "H", "H", "H", "H", "H", "H", "H", "H", "H", "H", "H", "H", "H", "H", "H", "H", "H", "H", "H", "H", "C", "C", "C", "C", "C", "C", "O", "H", "H", "H", "H", "H", "H", "C", "P", "C", "C", "C", "C", "C", "C", "C", "H", "H", "H", "H", "H", "H", "H", "H", "H", "H", "H"], "xyz": [[-0.110, -0.539, -1.135], [0.130, -2.773, -1.833], [2.386, -0.356, -0.350], [-2.771, -0.164, -1.611], [1.600, 4.116, -1.067], [0.540, 4.417, -0.991], [-0.185, 4.301, 0.133], [0.227, 3.737, 0.983], [1.204, -2.960, -3.297], [0.863, -3.944, -0.639], [-1.330, -3.673, -2.454], [2.453, 1.261, 0.496], [3.259, -1.508, 0.753], [3.478, -0.125, -1.810], [-2.950, 1.625, -1.349], [-4.122, -1.072, -0.945], [-3.012, -0.413, -3.416], [0.172, 5.024, -1.853], [-1.191, 4.733, 0.250], [0.635, -2.647, -4.188], [1.447, -4.039, -3.374], [2.137, -2.370, -3.208], [0.270, -4.866, -0.696], [0.853, -3.555, 0.390], [1.899, -4.147, -0.950], [-1.098, -4.738, -2.293], [-1.445, -3.479, -3.540], [-2.252, -3.391, -1.920], [3.467, 1.686, 0.434], [2.196, 1.129, 1.554], [1.731, 1.954, 0.033], [4.344, -1.447, 0.592], [2.922, -2.532, 0.554], [3.028, -1.267, 1.793], [4.402, 0.400, -1.517], [2.962, 0.466, -2.582], [3.745, -1.102, -2.240], [-3.618, 1.962, -2.154], [-2.021, 2.225, -1.351], [-3.435, 1.726, -0.365], [-4.972, -0.923, -1.658], [-4.414, -0.667, 0.047], [-3.926, -2.161, -0.878], [-4.092, -0.306, -3.502], [-2.719, -1.432, -3.714], [-2.490, 0.323, -4.036], [0.268, 1.106, -3.606], [0.603, 0.385, -4.750], [0.199, 0.787, -6.062], [-0.550, 1.971, -6.241], [-0.735, 2.765, -5.102], [-0.332, 2.345, -3.810], [0.454, 0.483, -2.437], [-1.500, -0.441, -1.927], [1.135, -0.630, -4.676], [0.466, 0.158, -6.920], [-1.020, 2.208, -7.164], [-1.253, 3.679, -5.215], [-0.684, 2.908, -2.858], [-2.003, -2.465, 1.410], [-0.939, -0.998, 1.239], [-1.924, 0.389, 1.910], [0.316, -1.268, 2.547], [0.726, -2.565, 2.945], [1.715, -2.729, 3.926], [2.273, -1.615, 4.574], [1.828, -0.324, 4.209], [0.899, -0.147, 3.200], [-3.025, -2.251, 1.076], [-2.021, -2.728, 2.475], [-1.606, -3.313, 0.837], [-1.781, 0.389, 2.999], [-1.578, 1.349, 1.503], [-2.990, 0.257, 1.683], [0.294, -3.465, 2.500], [2.075, -3.730, 4.167], [3.030, -1.739, 5.339], [2.264, 0.563, 4.724], [0.628, 0.868, 2.917]], "mulliken_charge": [-2.6047, 1.8921, 1.1527, 1.0636, 0.2828, -0.4907, -0.6081, 0.2902, -1.4166, -1.1182, -1.4621, -0.9323, -0.9461, -1.2622, -0.9020, -1.3125, -1.2696, 0.3322, 0.3154, 0.4811, 0.5906, 0.2281, 0.5683, -0.1056, 0.5063, 0.6019, 0.3897, 0.2939, 0.6263, 0.1607, -0.1815, 0.5471, 0.2136, 0.1765, 0.5411, 0.2081, 0.3581, 0.5598, -0.1581, 0.5352, 0.5828, 0.5086, 0.4045, 0.5999, 0.3623, 0.2907, 0.1537, -0.1573, -0.8447, -0.8021, -0.8726, 0.1525, 1.4609, 0.3340, 0.2610, 0.4348, 0.4922, 0.5129, 0.0669, -1.4078, 1.6434, -1.3952, 0.8379, -0.7028, -0.8678, -0.6550, -0.4957, -0.9325, 0.4903, 0.6219, 0.2112, 0.5859, 0.3006, 0.4642, 0.3859, 0.4495, 0.4430, 0.3987, 0.5376]}

---

{"formula": "C25H48As3BN2O7SSn", "method": "ωB97M-V/def2-TZVPD", "mol_weight_g_mol": 875.022, "e_above_lowest_kcal_mol": 36.5, "homo_ha": -0.2675, "lumo_energy_ev": 0.38, "elements": ["Sn", "C", "As", "C", "C", "C", "C", "C", "As", "C", "C", "C", "As", "C", "C", "H", "H", "H", "H", "H", "H", "H", "H", "H", "H", "H", "H", "H", "H", "H", "H", "H", "H", "H", "H", "H", "H", "H", "H", "H", "H", "H", "N", "C", "C", "O", "O", "H", "H", "H", "H", "C", "C", "C", "O", "B", "O", "C", "C", "C", "H", "H", "H", "H", "H", "H", "H", "H", "H", "H", "H", "H", "S", "C", "C", "C", "C", "C", "C", "H", "H", "H", "H", "H", "O", "N", "O", "O"], "xyz": [[-0.108, 0.727, 0.113], [-0.005, -0.252, -4.076], [0.724, -0.730, -2.309], [2.570, -0.261, -2.765], [0.979, -2.680, -2.508], [-0.214, -3.612, -2.259], [-1.460, -3.030, -2.917], [-0.434, -3.821, -0.767], [-1.062, -2.318, 0.374], [-1.034, -3.426, 2.006], [-3.009, -2.447, 0.073], [0.159, -4.954, -2.918], [-0.830, -6.695, -2.787], [-2.727, -6.261, -2.406], [-0.343, -7.262, -0.950], [0.326, -0.953, -4.843], [0.357, 0.748, -4.315], [-1.091, -0.210, -4.054], [2.790, -0.548, -3.796], [3.271, -0.764, -2.102], [2.703, 0.816, -2.657], [1.789, -2.932, -1.819], [1.349, -2.831, -3.529], [-1.657, -2.037, -2.504], [-2.326, -3.664, -2.746], [-1.306, -2.938, -3.992], [0.510, -4.144, -0.318], [-1.155, -4.628, -0.629], [-1.516, -4.391, 1.834], [-1.566, -2.903, 2.796], [-0.002, -3.586, 2.317], [-3.333, -3.476, -0.083], [-3.319, -1.843, -0.778], [-3.502, -2.052, 0.959], [1.167, -5.228, -2.583], [0.241, -4.777, -3.998], [-3.192, -5.784, -3.266], [-2.862, -5.633, -1.529], [-3.245, -7.205, -2.232], [0.712, -7.066, -0.770], [-0.502, -8.337, -0.860], [-0.928, -6.769, -0.178], [0.969, -0.730, 3.196], [-0.118, -0.423, 4.121], [-1.201, 0.100, 3.200], [-1.098, 1.362, 2.754], [-2.069, -0.591, 2.746], [1.504, -1.536, 3.491], [1.597, 0.062, 3.132], [0.154, 0.312, 4.888], [-0.487, -1.343, 4.579], [1.789, 4.162, 1.029], [1.056, 4.164, 2.369], [0.678, 5.604, 2.710], [-0.157, 3.411, 2.174], [-0.085, 2.274, 2.895], [1.044, 2.149, 3.632], [1.792, 3.379, 3.525], [3.251, 3.043, 3.226], [1.692, 4.061, 4.894], [1.108, 4.576, 0.288], [2.042, 3.152, 0.722], [2.686, 4.772, 1.069], [0.154, 6.031, 1.857], [1.572, 6.190, 2.903], [0.018, 5.652, 3.569], [3.339, 2.407, 2.351], [3.680, 2.516, 4.075], [3.815, 3.957, 3.063], [0.653, 4.222, 5.168], [2.213, 5.012, 4.895], [2.143, 3.413, 5.644], [-0.833, 2.062, -1.851], [-1.400, 3.744, -1.936], [-2.751, 4.053, -1.858], [-3.177, 5.341, -2.131], [-2.267, 6.326, -2.475], [-0.918, 6.018, -2.538], [-0.484, 4.735, -2.265], [-3.464, 3.280, -1.612], [-4.230, 5.577, -2.088], [-2.604, 7.327, -2.696], [-0.203, 6.778, -2.819], [0.562, 4.474, -2.340], [3.939, -0.432, 0.879], [2.794, -0.250, 0.555], [2.029, -1.169, 0.283], [2.349, 0.933, 0.496]], "mulliken_charge": [1.0614, -1.3978, 0.7767, -1.4025, -1.8420, 2.9824, -1.6696, -1.3945, 1.0970, -1.4669, -1.4123, -2.1365, 0.3040, -0.9738, -1.0221, 0.4668, 0.4568, 0.3481, 0.4611, 0.3944, 0.3262, 0.4740, 0.6627, 0.0441, 0.3090, 0.3678, 0.5723, -0.2268, 0.4749, 0.3928, 0.3539, 0.3554, 0.3462, 0.4928, 0.5384, 0.5275, 0.3264, 0.1462, 0.4065, 0.3005, 0.4251, 0.2174, -0.1886, -0.5544, 0.2750, -0.7732, -0.5118, 0.2837, 0.0950, 0.2281, 0.4795, -1.3565, 1.7531, -2.0567, -0.4953, 1.0471, -0.2607, 1.6391, -1.8830, -2.1492, 0.2639, 0.1241, 0.3749, 0.4623, 0.3764, 0.3848, 0.2372, 0.4729, 0.4043, 0.3685, 0.3943, 0.5086, -0.4990, 0.8085, -0.4838, -0.5801, -0.4959, -0.6720, -0.6176, 0.4194, 0.3858, 0.3902, 0.3843, 0.3898, -0.7541, 0.6203, -0.3046, -0.3983]}

---

{"formula": "C25H48BN2O6", "method": "ωB97M-V/def2-TZVPD", "mol_weight_g_mol": 483.479, "homo_ha": -0.4366, "charge": 1, "lumo_energy_ev": -2.80, "elements": ["C", "C", "B", "O", "C", "C", "C", "C", "O", "C", "O", "C", "C", "C", "C", "N", "C", "C", "C", "C", "O", "C", "C", "O", "C", "C", "C", "C", "C", "O", "C", "H", "H", "H", "H", "H", "H", "H", "H", "H", "H", "H", "H", "H", "H", "H", "H", "H", "H", "H", "H", "H", "H", "H", "H", "H", "H", "H", "H", "H", "H", "H", "H", "H", "H", "H", "H", "H", "H", "H", "H", "H", "H", "H", "H", "H", "C", "C", "N", "H", "H", "H"], "xyz": [[0.682, -0.539, 4.612], [2.009, 0.042, 3.813], [1.455, 0.584, 2.324], [1.802, 1.977, 1.993], [0.545, -0.449, 1.403], [-1.063, -0.159, 1.421], [-1.512, 1.405, 1.270], [-3.166, 1.638, 1.302], [-3.578, 2.908, 0.658], [-3.883, 2.635, -0.762], [-2.999, 3.151, -1.660], [-5.228, 1.788, -1.166], [-6.608, 2.300, -0.407], [-1.725, -0.994, 0.132], [-0.810, -2.299, -0.240], [0.621, -1.974, -0.674], [0.861, -2.230, -2.148], [-0.296, -1.693, -3.166], [-0.970, -2.941, -4.051], [-2.465, -3.370, -3.534], [-2.417, -4.836, -3.219], [-3.029, -5.092, -1.900], [-2.164, -5.733, -0.621], [-4.333, -4.788, -1.769], [1.167, -0.670, -0.138], [0.959, 0.651, -1.056], [2.004, 0.932, -2.260], [3.520, 0.362, -2.102], [4.562, 1.346, -1.284], [3.969, 2.048, -0.137], [5.165, 2.464, 0.669], [0.078, -1.347, 4.012], [0.929, -1.011, 5.662], [-0.068, 0.377, 4.760], [2.887, -0.725, 3.721], [2.367, 0.987, 4.449], [2.515, 2.318, 2.625], [0.700, -1.510, 1.930], [-1.539, -0.635, 2.379], [-1.166, 1.903, 0.244], [-1.111, 2.118, 2.140], [-3.420, 1.776, 2.460], [-3.772, 0.701, 0.953], [-5.068, 0.665, -0.811], [-5.326, 1.826, -2.337], [-7.570, 1.814, -0.918], [-6.715, 3.465, -0.546], [-6.633, 2.023, 0.744], [-1.980, -0.297, -0.777], [-2.761, -1.399, 0.542], [-1.357, -3.052, -0.989], [-0.724, -2.925, 0.775], [1.207, -2.722, -0.186], [0.888, -3.418, -2.269], [1.894, -1.852, -2.554], [-1.119, -1.010, -2.690], [0.249, -1.017, -3.985], [-1.060, -2.545, -5.172], [-0.233, -3.872, -4.100], [-2.865, -2.735, -2.621], [-3.184, -3.287, -4.477], [-1.101, -5.206, -0.502], [-2.746, -5.525, 0.381], [-1.963, -6.893, -0.805], [2.325, -0.876, 0.077], [-0.126, 0.562, -1.548], [0.894, 1.662, -0.423], [1.602, 0.556, -3.319], [2.093, 2.116, -2.382], [3.967, 0.285, -3.207], [3.593, -0.755, -1.686], [4.926, 2.179, -2.050], [5.552, 0.744, -0.999], [6.052, 2.675, -0.100], [4.970, 3.463, 1.247], [5.464, 1.552, 1.339], [4.247, 5.574, 4.097], [4.198, 4.113, 3.682], [4.157, 2.900, 3.338], [4.280, 5.651, 5.187], [5.139, 6.050, 3.679], [3.359, 6.096, 3.730]], "mulliken_charge": [-0.7728, -0.4126, 0.6497, -0.6546, -0.5024, 0.1482, -0.2142, -0.5301, -0.3523, 0.6378, -0.5704, -0.2422, -0.9303, -0.5669, 0.2096, 0.1737, -0.5209, -0.2275, -0.7411, -0.2504, -0.3632, 0.6103, -0.6328, -0.5345, -0.6321, -0.0618, -0.7578, -0.4761, -0.7239, -0.2205, -0.5501, 0.1200, 0.3308, 0.2230, 0.2387, 0.1983, 0.2655, 0.1858, 0.4865, -0.0224, 0.2641, 0.3024, 0.2390, 0.1244, 0.3235, 0.3265, 0.2902, 0.2319, -0.1001, 0.4609, -0.8862, 0.5749, 0.5730, 0.5656, 0.0367, 0.1435, 0.3128, 0.3382, 0.3325, 0.2855, 0.3275, 0.1159, 0.2699, 0.3398, 0.4677, -0.0843, 0.4537, 0.1145, 0.3928, 0.3035, 0.2106, 0.3263, 0.4113, 0.4075, -0.0572, 0.2737, -0.8929, 0.6850, -0.7097, 0.3178, 0.2969, 0.2766]}